(1)
{
  "formula": "C6H4Cl2F12NaO12S4",
  "method": "ωB97M-V/def2-TZVPD",
  "energy_ha": -5007.76069,
  "total_charge": -3,
  "homo_ev": -1.2,
  "species": ["Na", "C", "F", "F", "F", "S", "O", "O", "O", "C", "F", "F", "F", "S", "O", "O", "O", "C", "F", "F", "F", "S", "O", "O", "O", "C", "F", "F", "F", "S", "O", "O", "O", "Cl", "C", "C", "Cl", "H", "H", "H", "H"],
  "positions_angstrom": [[-1.36446, -1.51700, 0.44468], [5.83215, -2.67212, 0.85230], [5.46913, -3.91620, 1.20480], [6.94283, -2.37162, 1.49154], [6.14482, -2.78108, -0.40840], [4.44240, -1.30095, 1.26520], [3.13098, -1.89990, 1.10983], [4.74910, -0.82629, 2.55504], [4.60317, -0.13516, 0.35667], [-0.44267, 3.46452, -5.39848], [-0.19046, 4.60793, -4.76022], [-1.75047, 3.26681, -5.39946], [-0.00866, 3.53651, -6.60299], [0.38295, 2.00789, -4.42263], [0.55462, 0.96052, -5.43016], [1.63079, 2.45611, -3.80936], [-0.64778, 1.57887, -3.39288], [-1.01188, -2.24804, 6.45404], [-0.36307, -3.34177, 6.30602], [-1.28327, -1.76854, 5.18894], [-2.14963, -2.48344, 7.02984], [0.02726, -0.94759, 7.50184], [1.26898, -0.80387, 6.75775], [-0.76011, 0.26717, 7.56383], [0.26053, -1.59025, 8.79026], [-0.82870, 4.98856, 2.84618], [-1.82957, 4.91560, 1.94263], [-0.35738, 6.23579, 3.01196], [-1.11469, 4.51658, 4.04907], [0.53636, 3.68135, 2.20183], [-0.15238, 2.49463, 1.81912], [1.29471, 4.19445, 1.02192], [1.45608, 3.49564, 3.31335], [-4.03862, -5.10745, -6.74389], [-4.77728, -3.55608, -6.16870], [-3.94492, -2.76184, -5.21797], [-3.51683, -3.57055, -3.77599], [-5.76587, -3.73390, -5.74540], [-5.03768, -3.05789, -7.10257], [-4.33701, -1.79026, -4.91732], [-3.05357, -2.48733, -5.78210]],
  "atomic_forces_ev_per_a": [[0.718, 0.643, 0.138], [-1.997, 0.997, 0.811], [-0.359, -0.448, 0.750], [0.939, 0.233, 0.833], [0.226, 0.367, -2.123], [-1.156, 3.755, -2.848], [0.355, -1.583, -0.197], [1.213, -1.065, 3.074], [0.779, -2.593, -0.425], [0.895, -1.764, 3.629], [-0.093, 0.612, -0.102], [-1.025, 0.151, -0.398], [0.672, 0.372, -2.434], [-0.694, -2.546, 2.994], [-0.226, 0.863, -0.479], [-1.249, 0.565, -1.196], [1.440, 1.528, -2.265], [1.467, 4.104, -0.066], [1.204, -2.385, -0.269], [-0.011, -0.182, 0.532], [-2.051, -0.600, 0.816], [1.845, 0.604, -0.232], [-0.928, -0.513, -0.252], [-0.746, -0.660, -0.154], [-0.982, -0.556, -0.175], [3.445, -2.665, -1.519], [-0.381, 0.931, 1.204], [-0.800, -0.022, -0.456], [-1.521, 0.370, 0.270], [4.750, 0.977, -1.909], [-2.559, -1.208, 0.215], [-1.992, 0.912, 1.536], [-1.234, 0.769, 0.654], [-0.185, 0.467, 0.511], [-1.623, -0.307, -0.456], [1.033, 1.419, -1.833], [0.344, -1.035, 1.364], [0.142, -0.702, 0.244], [0.590, 0.518, 0.162], [-0.672, -0.202, -0.320], [0.424, -0.122, 0.369]],
  "lowdin_charge": [0.94, -0.68, 0.08, 0.11, 0.12, 0.44, -0.38, -0.32, -0.37, -0.73, 0.12, 0.11, 0.16, 0.51, -0.40, -0.34, -0.42, -0.71, 0.16, 0.06, 0.13, 0.45, -0.34, -0.35, -0.38, -0.63, 0.09, 0.10, 0.11, 0.45, -0.36, -0.39, -0.35, 0.50, -0.65, -0.74, 0.60, 0.07, 0.07, 0.08, 0.08]
}


(2)
{
  "formula": "C6H4CuN5O5",
  "method": "ωB97M-V/def2-TZVPD",
  "spin_multiplicity": 2,
  "s_squared": 0.760,
  "energy_ha": -2521.01628,
  "total_charge": 1,
  "homo_ev": [-11.8, -13.0],
  "species": ["O", "C", "Cu", "O", "C", "C", "O", "C", "O", "C", "O", "H", "N", "N", "N", "C", "N", "N", "H", "H", "H"],
  "positions_angstrom": [[-3.34562, -0.77165, -2.74832], [-2.44972, -0.57591, -2.05671], [-1.01729, -0.23020, -0.93686], [0.09145, -2.98640, -1.36195], [-0.33259, -1.92926, -1.19805], [-1.78400, 1.72946, -0.61977], [-1.23445, 2.59825, 0.00637], [-2.07141, -0.61751, 0.53697], [-2.73890, -0.87861, 1.43567], [-0.12679, 0.60706, -2.32952], [0.41525, 1.10617, -3.21189], [-2.77734, 1.93578, -1.08459], [2.69514, -0.87234, 2.81356], [2.00758, -0.24120, 1.78803], [2.37650, 0.89937, 1.23159], [1.45392, 1.11357, 0.27205], [0.54901, 0.10954, 0.26274], [0.91750, -0.72394, 1.22319], [2.36150, -1.77503, 3.18232], [3.55645, -0.45690, 3.19588], [1.45381, 1.95975, -0.40070]],
  "atomic_forces_ev_per_a": [[2.489, 0.560, 1.943], [-5.961, -1.292, -4.631], [-0.124, 0.364, 0.088], [-1.353, 3.397, 0.513], [2.752, -6.585, -0.876], [0.212, 3.434, 1.387], [-0.737, -1.786, -1.086], [-3.715, -1.477, 6.007], [1.865, 0.805, -2.671], [3.776, 3.223, -5.054], [-1.655, -1.384, 2.424], [-0.097, -0.087, -0.046], [-0.129, 0.005, -0.039], [-0.754, 0.319, -1.015], [0.265, 0.340, -0.123], [0.475, -1.225, 1.306], [3.541, 1.293, 2.436], [0.175, -0.955, 0.835], [-0.062, 1.079, -0.817], [-1.033, 0.031, -0.847], [0.070, -0.060, 0.266]],
  "lowdin_charge": [0.24, -0.05, -0.14, 0.23, -0.01, -0.17, 0.07, -0.03, 0.23, -0.03, 0.23, 0.11, 0.14, -0.22, 0.14, -0.13, -0.09, 0.10, 0.13, 0.13, 0.12]
}


(3)
{
  "formula": "C6H4F2N4O5",
  "method": "ωB97M-V/def2-TZVPD",
  "energy_ha": -1025.73739,
  "homo_ev": -6.3,
  "species": ["O", "C", "F", "N", "C", "O", "F", "C", "C", "C", "C", "N", "N", "H", "H", "H", "H", "N", "O", "O", "O"],
  "positions_angstrom": [[1.94970, 2.87803, -0.75160], [1.69343, 2.20025, 0.17866], [2.56314, 2.13588, 1.20181], [0.55190, 1.35188, 0.36100], [-0.62894, 1.79677, -0.31523], [-1.47597, 0.99726, -0.53596], [-0.78785, 3.06580, -0.63193], [0.88400, 0.01102, -0.07257], [0.99766, -0.93372, 0.96373], [1.35044, -2.21436, 0.51778], [1.52004, -2.30854, -0.84963], [1.34953, -1.34509, -1.72339], [1.02095, -0.13772, -1.34679], [0.84887, -0.71245, 2.01572], [1.50138, -3.03765, 1.20581], [1.82443, -3.27598, -1.25124], [1.49202, -1.51092, -2.71505], [-4.16835, 0.26071, 0.93602], [-4.69195, -0.76832, 0.46601], [-4.38990, 1.36991, 0.41350], [-3.40453, 0.17723, 1.93334]],
  "atomic_forces_ev_per_a": [[-0.455, -0.188, 0.157], [0.954, 0.799, -0.180], [-0.717, -0.601, 0.025], [0.984, 1.488, -0.973], [-2.467, -1.369, -0.359], [0.618, 0.301, -0.159], [1.133, -0.140, 0.740], [-0.989, 1.570, 2.362], [0.548, -1.799, -0.993], [-0.428, 2.072, 0.630], [0.668, -2.931, -0.380], [-0.070, 0.096, 0.846], [0.280, -0.056, -0.853], [-0.151, 0.324, -0.286], [-0.030, -0.057, -0.352], [-0.133, 0.319, -0.195], [-0.122, 0.210, -0.009], [0.020, 0.046, -0.168], [0.112, -0.037, 0.071], [0.078, -0.036, 0.145], [0.167, -0.010, -0.069]],
  "lowdin_charge": [0.22, -0.46, 0.14, 0.14, -0.46, 0.21, 0.20, -0.23, 0.15, 0.06, -0.01, 0.11, 0.23, 0.16, 0.14, 0.16, 0.20, -0.66, -0.09, -0.09, -0.13]
}


(4)
{
  "formula": "C6H4F6N4OS",
  "method": "ωB97M-V/def2-TZVPD",
  "smiles": "O=C(NCC(F)(F)F)Nc1nnc(C(F)(F)F)s1",
  "energy_ha": -1522.68623,
  "homo_ev": -9.9,
  "species": ["O", "F", "F", "F", "F", "F", "F", "N", "N", "S", "C", "C", "C", "N", "N", "C", "C", "C", "H", "H", "H", "H"],
  "positions_angstrom": [[-1.62798, -0.93284, -2.47032], [-1.08002, 1.68598, 3.53483], [-2.77258, 2.83929, 2.87872], [-0.80302, 3.72059, 3.29069], [1.64343, -1.85000, 1.24008], [0.76112, -3.59832, 0.34223], [2.88981, -3.43913, 0.20418], [-0.42153, 2.70333, -0.71191], [-0.82974, 3.29228, 0.47225], [-0.97756, 0.76953, 0.90537], [-0.59953, -0.65280, -1.87312], [-0.45581, 1.39950, -0.69479], [-1.02080, 2.40404, 1.40458], [-0.09049, 0.61643, -1.71447], [0.03209, -1.79447, -1.29526], [-1.41174, 2.68931, 2.79561], [1.76508, -2.73378, 0.21911], [1.50748, -1.98847, -1.08295], [-0.03588, 1.06457, -2.65052], [-0.27154, -2.59197, -1.72204], [1.88675, -2.62002, -1.96410], [1.91245, -0.98305, -1.10819]],
  "atomic_forces_ev_per_a": [[0.837, 1.397, 0.071], [0.263, -2.377, 1.679], [0.713, 0.231, 0.168], [0.242, 1.889, 0.377], [0.941, -0.782, 0.045], [-0.287, -0.951, 0.646], [0.325, 0.621, 0.619], [-0.473, -0.170, 0.021], [0.886, -1.175, 0.302], [0.792, -0.345, -1.334], [-1.578, -4.777, -0.082], [-0.964, 1.712, 3.139], [-0.222, 0.564, -2.080], [1.326, 0.170, -2.315], [2.670, 3.327, 1.102], [-1.545, 0.638, -0.946], [-1.603, 1.071, -1.013], [-0.745, 0.252, -1.998], [-0.177, 0.072, 1.146], [-1.876, -2.207, -1.087], [-0.213, 0.964, 1.366], [0.689, -0.125, 0.173]],
  "lowdin_charge": [0.10, 0.16, 0.13, 0.20, 0.12, 0.14, 0.16, 0.02, 0.06, 1.15, -0.51, -0.57, -0.52, 0.09, 0.10, -0.73, -0.63, -0.04, 0.19, 0.09, 0.16, 0.12]
}